ORCA calculation (the ωB97M-V functional and the def2-TZVPD basis) on C33H49BBr2ClF2LiMgN5O10S2V as an isolated structure.

Atoms and positions in Å:
C1 1.4883 -2.4246 0.1742
C2 2.9045 -2.7995 0.6866
C3 3.2945 -4.1784 0.1252
C4 2.9718 -2.8500 2.2093
C5 3.1876 -1.4343 2.7757
C6 1.8847 -0.7186 2.6678
C7 0.7776 -1.1775 3.4053
N1 -0.4159 -0.6469 3.3738
C8 -0.5066 0.4049 2.5156
C9 -1.7793 0.9933 2.3711
Br1 -3.1608 0.1491 3.3879
C10 -2.0281 2.0599 1.5638
C11 -3.2942 2.8385 1.2731
C12 -4.6432 2.5815 1.9182
C13 -5.4358 1.4156 1.2720
C14 -6.5311 1.9511 0.3574
N2 -7.4238 0.8393 0.0033
C15 -0.9203 2.5797 0.8190
B1 -1.3027 3.8477 -0.1290
N3 -1.2326 3.7645 -1.6642
O1 -1.8248 5.0409 0.3065
C16 0.3893 2.0041 0.9049
C17 1.4877 2.6044 0.0316
C18 2.9359 2.0822 0.0132
C19 3.2123 0.8102 -0.8661
C20 4.2935 1.1749 -1.9205
S1 5.8108 0.2182 -1.9712
O2 5.5865 -1.1960 -1.8683
O3 6.4406 0.5554 -3.2068
O4 6.7742 0.7810 -0.8250
C21 0.5669 0.9013 1.7742
N4 1.7898 0.3124 1.8697
H1 1.0647 -3.1766 -0.4788
H2 1.4781 -1.4883 -0.3807
H3 0.8029 -2.3210 1.0137
H4 3.6042 -2.0761 0.2757
H5 4.2083 -4.1158 -0.5044
H6 3.5039 -4.8898 0.9324
H7 2.5134 -4.6201 -0.4835
H8 3.8034 -3.4754 2.5293
H9 2.0626 -3.3091 2.5913
H10 3.4200 -1.5501 3.8348
H11 3.9701 -0.9091 2.2443
H12 0.9187 -2.0448 4.0387
H13 -3.4722 2.7507 0.1801
H14 -3.0753 3.8808 1.4753
H15 -4.6431 2.5173 2.9962
H16 -5.2432 3.4701 1.7169
H17 -5.9001 0.8321 2.0635
H18 -4.7080 0.8082 0.7191
H19 -7.1247 2.7254 0.8212
H20 -6.1177 2.3499 -0.5665
H21 -7.5094 0.2035 0.7884
H22 -8.3310 1.2218 -0.2719
H23 -0.5007 4.4281 -1.9112
H24 -0.8830 2.8295 -1.9984
H25 -1.0916 5.6711 0.3885
H26 1.1477 2.4940 -1.0026
H27 1.5615 3.6328 0.3056
H28 3.5352 2.8904 -0.4026
H29 3.3012 1.9632 1.0266
H30 3.5280 -0.0063 -0.2253
H31 2.2903 0.5349 -1.3685
H32 4.6116 2.2077 -1.8215
H33 3.8720 1.0342 -2.9089
H34 6.4640 0.4088 0.0154
Li1 -6.1963 -0.4594 -1.5085
Br2 -1.1792 0.5255 -1.6107
O5 0.8518 -8.8237 -0.4032
V1 0.6766 -7.1724 -0.3037
O6 0.4981 -5.5058 -0.2337
F1 -8.3138 2.9884 -0.9861
Mg1 -2.8333 2.7382 -2.4358
F2 4.8976 -3.1888 -1.7803
C22 5.7429 5.7821 -0.2676
C23 4.9949 6.9014 0.0692
C24 4.3092 7.5997 -0.9146
C25 4.3640 7.1735 -2.2344
C26 5.1089 6.0518 -2.5711
C27 5.8017 5.3588 -1.5882
H35 6.2802 5.2389 0.4991
H36 4.9465 7.2299 1.0991
H37 3.7310 8.4762 -0.6524
H38 3.8255 7.7161 -3.0010
H39 5.1507 5.7177 -3.6001
H40 6.3877 4.4864 -1.8515
C28 -2.8094 -8.4554 4.5452
C29 -1.7200 -7.4416 4.8179
O7 -1.0630 -7.2786 3.5526
S2 -2.1283 -7.4543 2.3713
O8 -2.5578 -6.1745 1.9521
O9 -1.6188 -8.4171 1.4563
O10 -3.2940 -8.1232 3.2356
H41 -2.4113 -9.4712 4.5155
H42 -3.6164 -8.4046 5.2704
H43 -1.0151 -7.7772 5.5726
H44 -2.1360 -6.4762 5.1129
N5 -5.1757 -0.9809 -5.3489
C30 -5.1439 -1.2615 -6.6881
C31 -3.9988 -1.9650 -6.9425
C32 -3.3096 -2.1224 -5.7096
C33 -4.0580 -1.5090 -4.7450
H45 -5.9021 -0.4691 -4.8861
H46 -5.9355 -0.9360 -7.3405
H47 -3.6871 -2.3290 -7.9064
H48 -2.3726 -2.6287 -5.5518
H49 -3.8922 -1.4017 -3.6843
Cl1 0.4422 4.8863 1.6961

Atoms 1-6, force components in eV/Å:
-0.013 0.346 -0.028
-0.661 -1.434 -0.697
-1.043 0.033 1.098
0.985 0.652 -0.361
-1.020 -0.995 0.582
0.469 1.215 -0.515

For the LUMO energy, the calculation gives -5.549 eV. For the HOMO energy, the calculation gives -7.39 eV. Its total charge is 0.

These are the Löwdin partial charges, in e, on atoms 1 to 5:
1. C -0.038
2. C -0.352
3. C -0.036
4. C -0.174
5. C -0.111



ORCA calculation (the ωB97M-V functional and the def2-TZVPD basis) on C33H49BCl2N6STi as an isolated structure.

Atoms and positions in Å:
Ti1 -0.0553 1.2436 0.0223
C1 4.5019 2.1920 0.0955
C2 3.6678 1.7488 1.2791
C3 2.8157 2.9262 1.7971
C4 2.8710 0.5676 0.8790
C5 3.4084 -0.7159 0.6878
C6 2.4209 -1.6015 0.5004
C7 2.5403 -3.0705 0.2918
C8 2.2930 -3.4182 -1.1870
C9 3.8499 -3.7585 0.7146
N1 1.2310 -0.9828 0.4967
N2 1.5048 0.4048 0.7941
B1 -0.1426 -1.5501 0.6814
N3 -0.9037 -1.3119 -0.6440
N4 -0.8391 -0.0261 -1.1973
C10 -1.4041 -0.1027 -2.4326
C11 -1.9422 -1.3731 -2.5689
C12 -1.6080 -2.0884 -1.4630
C13 -2.1118 -3.4314 -1.0735
C14 -3.5313 -3.3095 -0.5366
C15 -2.1988 -4.3330 -2.2487
C16 -1.2760 1.0469 -3.4663
C17 -2.5743 1.2312 -4.2945
C18 -0.1126 0.7628 -4.4353
N5 -0.8736 -0.7764 1.7352
N6 -1.2045 0.5479 1.4491
C19 -1.7328 1.0116 2.5835
C20 -1.5713 0.0785 3.6245
C21 -1.0971 -1.0879 3.0494
C22 -0.7309 -2.3265 3.7679
C23 0.7604 -2.6415 3.4948
C24 -1.6864 -3.5072 3.3697
C25 -2.3091 2.3736 2.7969
C26 -3.7896 2.2603 2.2498
C27 -2.2003 2.8081 4.2258
H1 5.1534 3.0315 0.4105
H2 3.8691 2.5855 -0.6549
H3 5.2250 1.4466 -0.3323
H4 4.3891 1.3426 2.0460
H5 2.1452 3.3402 1.0939
H6 3.5549 3.6519 2.1333
H7 2.1622 2.7374 2.6846
H8 4.4420 -0.9602 0.9323
H9 1.7125 -3.4936 0.7829
H10 3.2389 -3.4290 -1.7083
H11 1.6406 -2.6636 -1.6387
H12 1.8763 -4.4506 -1.3584
H13 4.7473 -3.3073 0.3659
H14 3.7401 -4.7929 0.2932
H15 4.0742 -3.9748 1.8052
H16 -0.1089 -2.6889 0.8926
H17 -2.5873 -1.6559 -3.3589
H18 -1.4474 -3.7725 -0.2619
H19 -4.1985 -2.7181 -1.2487
H20 -3.6619 -2.7374 0.3893
H21 -3.9231 -4.3080 -0.3995
H22 -2.8453 -3.8125 -3.0222
H23 -2.8495 -5.1748 -2.0398
H24 -1.2964 -4.7156 -2.6872
H25 -1.0640 2.0171 -2.9822
H26 -2.8189 0.2528 -4.8005
H27 -2.3857 2.0993 -4.9549
H28 -3.3986 1.4445 -3.6547
H29 -0.2644 -0.0590 -5.1361
H30 0.8880 0.4714 -3.9974
H31 -0.0643 1.6522 -5.0607
H32 -1.9110 0.1695 4.6184
H33 -0.9212 -2.1508 4.8560
H34 0.7585 -3.3305 2.6855
H35 1.1050 -3.2645 4.3515
H36 1.5451 -1.8889 3.3482
H37 -1.5482 -3.6616 2.2742
H38 -2.7428 -3.1872 3.5337
H39 -1.3393 -4.4608 3.8445
H40 -1.7636 3.0387 2.0421
H41 -4.3999 1.4051 2.4913
H42 -3.8418 2.4683 1.2319
H43 -4.2655 3.1221 2.6900
H44 -2.7505 2.0879 4.8392
H45 -2.4962 3.8225 4.3925
H46 -1.1657 2.7041 4.5355
Cl1 1.6990 1.8908 -1.6500
C28 1.2457 3.4787 -2.2911
C29 1.9524 3.9814 -3.3268
C30 1.5655 5.2918 -3.7311
C31 0.5173 5.9567 -3.1456
C32 -0.1808 5.3723 -2.0861
Cl2 -1.5266 6.2804 -1.3683
C33 0.2493 4.1843 -1.5541
S1 -0.7413 3.4079 -0.2996
H47 2.6841 3.4451 -3.8437
H48 2.1408 5.7233 -4.5274
H49 0.2176 6.9645 -3.4818

Atoms 1-6, force components in eV/Å:
-0.588 1.100 -0.428
2.241 0.442 0.269
-0.352 -0.143 0.477
0.857 -0.802 2.019
-1.039 -2.767 0.274
2.282 2.105 1.180

For the LUMO energy, the calculation gives -7.480 eV. The calculation puts the relative energy (zero: lowest compared OMol25 entry of this formula, charge and spin) at 16.7 kcal/mol. For the HOMO energy, the calculation gives -14.38 eV. Its total charge is +2.

These are the Löwdin partial charges, in e, on atoms 1 to 5:
1. Ti 0.803
2. C -0.071
3. C -0.352
4. C -0.038
5. C -0.216



ORCA calculation (the ωB97M-V functional and the def2-TZVPD basis) on C33H49BrCoNP3 as an isolated structure.

Atoms and positions in Å:
C1 2.0258 4.1699 -1.3355
C2 1.0776 3.8529 -2.3381
C3 1.3643 4.1397 -3.6714
C4 2.4849 4.8961 -3.9648
N1 3.3663 5.2245 -3.0167
C5 3.1611 4.9054 -1.7274
C6 -0.1599 3.2040 -2.0265
C7 -1.2259 2.6279 -1.7106
C8 -2.0546 2.1664 -0.5998
C9 -2.5049 0.8582 -0.2174
C10 -3.1457 0.5958 1.1056
C11 -3.1798 1.7309 1.9449
C12 -2.9377 3.0124 1.4981
C13 -2.5469 3.2015 0.1789
Co1 -1.5838 -0.2878 1.2172
P1 0.9260 -0.2763 -0.0903
H1 0.6480 3.8642 -4.4233
H2 1.8149 3.9377 -0.2837
H3 2.6879 5.1764 -5.0011
H4 3.9111 5.1600 -0.9594
H5 -2.5728 4.2125 -0.2426
H6 -2.9161 0.2249 -1.0037
H7 -2.9169 3.8877 2.1413
H8 -3.8864 -0.2095 1.2002
C14 1.7074 -1.9269 0.2367
C15 2.9658 -2.4415 -0.4870
H9 0.8949 -2.6416 0.0536
H10 1.9028 -1.9869 1.3140
H11 3.1764 -3.4673 -0.1266
H12 2.8478 -2.5021 -1.5789
H13 3.8632 -1.8406 -0.2782
C16 1.3235 0.0476 -1.9437
C17 2.6401 0.5947 -2.4468
H14 0.5306 0.7531 -2.1965
H15 1.1113 -0.8835 -2.4707
H16 2.5799 0.7371 -3.5316
H17 2.8708 1.5848 -2.0538
H18 3.4907 -0.0620 -2.2513
C18 2.1687 0.8981 0.6818
C19 3.6567 0.5532 0.7916
H19 1.7782 1.0462 1.7001
H20 2.0744 1.8655 0.1606
H21 4.2029 1.3840 1.2591
H22 3.8430 -0.3166 1.4211
H23 4.1175 0.3706 -0.1800
Br1 -3.6738 1.5638 3.8812
P2 -1.4939 -1.6472 -1.7022
C20 -0.3739 -2.7931 -2.5784
C21 -0.9801 -4.0978 -3.0908
H24 0.4550 -3.0155 -1.8809
H25 0.0475 -2.2305 -3.4358
H26 -0.2003 -4.6940 -3.5718
H27 -1.4041 -4.6967 -2.2887
H28 -1.7611 -3.9200 -3.8270
C22 -2.6453 -2.7944 -0.8142
C23 -3.9354 -3.1819 -1.5259
H29 -2.8711 -2.3285 0.1662
H30 -2.0662 -3.6995 -0.5850
H31 -4.5787 -3.7591 -0.8503
H32 -4.5198 -2.3183 -1.8555
H33 -3.7706 -3.8097 -2.4098
C24 -2.2785 -0.7544 -3.1309
C25 -2.7229 -1.5755 -4.3302
H34 -1.5039 -0.0248 -3.4278
H35 -3.1377 -0.1684 -2.7740
H36 -3.2696 -0.9396 -5.0320
H37 -1.8868 -2.0137 -4.8772
H38 -3.4064 -2.3728 -4.0345
C26 -2.2623 -0.9913 3.5332
P3 -0.7403 -0.0405 3.0689
C27 -0.4897 1.7293 3.4203
C28 0.5788 -0.6689 4.1580
C29 0.2568 -0.5010 5.5256
C30 1.2599 -0.8021 6.4525
C31 2.5668 -1.1613 6.0568
C32 2.8482 -1.2590 4.6914
C33 1.8662 -1.0197 3.7112
H39 -2.3371 -1.9372 2.9802
H40 -3.2227 -0.4764 3.4510
H41 -2.2268 -1.1747 4.6007
H42 -1.3722 2.3181 3.1691
H43 -0.2302 1.8815 4.4731
H44 0.3135 2.0942 2.7828
H45 -0.7312 -0.0985 5.8156
H46 1.0151 -0.7261 7.5073
H47 3.3491 -1.3276 6.8137
H48 3.8512 -1.5311 4.3878
H49 2.1018 -1.0777 2.6290

Atoms 1-6, force components in eV/Å:
-0.431 0.615 -0.330
0.629 -0.180 0.005
-0.404 0.464 0.343
0.415 -0.554 0.551
0.354 0.517 0.400
-0.764 -1.013 -0.428

The spin multiplicity is 4. For the LUMO energy (alpha / beta), the calculation gives -5.714 / -8.554 eV. Its expectation value of S² is 3.786. The calculation puts the relative energy (zero: lowest compared OMol25 entry of this formula, charge and spin) at 75.9 kcal/mol. For the HOMO energy (alpha / beta), the calculation gives -13.52 / -13.55 eV. Its total charge is +2.

These are the Löwdin partial charges, in e, on atoms 1 to 5:
1. C -0.025
2. C -0.245
3. C -0.014
4. C -0.105
5. N 0.079



ORCA calculation (the ωB97M-V functional and the def2-TZVPD basis) on one molecule with the formula C33H49N5O8.

Atoms and positions in Å:
C1 -2.5156 -3.5498 0.9673
H1 -2.0442 -4.5287 0.9807
H2 -2.7721 -3.2635 1.9833
H3 -1.8124 -2.8226 0.5643
C2 -3.7760 -3.5947 0.1027
C3 -4.8233 -4.5373 0.6986
H4 -4.4240 -5.5470 0.7376
H5 -5.7199 -4.5336 0.0822
H6 -5.0865 -4.2218 1.7036
C4 -3.4309 -4.0456 -1.3178
H7 -2.6049 -3.4638 -1.7135
H8 -3.1445 -5.0932 -1.3105
H9 -4.2943 -3.9199 -1.9661
O1 -4.3162 -2.2605 -0.0519
C5 -4.7947 -1.6131 1.0366
O2 -4.7740 -2.0324 2.1706
N1 -5.3475 -0.4348 0.6736
H10 -5.1614 -0.0829 -0.2564
C6 -5.7711 0.5266 1.6672
C7 -4.8426 1.7413 1.7010
C8 -3.4328 1.3549 2.1484
C9 -2.3675 2.3868 1.7818
H11 -2.6223 3.3687 2.1818
H12 -1.4107 2.0809 2.2102
C10 -2.1971 2.5215 0.2628
N2 -1.8876 1.2672 -0.3683
C11 -2.6883 0.7042 -1.2756
O3 -3.8232 1.0870 -1.5503
C12 -2.1101 -0.4330 -2.0204
C13 -0.9087 -1.1265 -2.0306
N3 -0.9041 -2.0072 -3.0765
C14 -2.0521 -1.8621 -3.6790
N4 -2.8129 -0.9257 -3.0802
H13 -3.7415 -0.6041 -3.3113
H14 -2.3584 -2.4191 -4.5416
C15 0.2356 -1.0649 -1.1159
O4 0.2496 -0.4071 -0.0776
N5 1.2771 -1.8147 -1.5004
H15 1.1937 -2.3366 -2.3610
C16 2.4958 -1.8418 -0.7278
C17 3.6998 -2.2044 -1.6056
C18 4.9586 -2.0957 -0.7889
C19 5.7804 -0.9828 -0.9015
C20 6.9058 -0.8570 -0.1053
C21 7.2193 -1.8418 0.8156
C22 6.4056 -2.9560 0.9325
C23 5.2827 -3.0813 0.1349
H16 4.6517 -3.9536 0.2289
H17 6.6461 -3.7283 1.6483
H18 8.0948 -1.7417 1.4399
H19 7.5376 0.0140 -0.2026
H20 5.5318 -0.2061 -1.6098
H21 3.5728 -3.2207 -1.9858
H22 3.7359 -1.5094 -2.4464
H23 2.4057 -2.5456 0.1103
C24 2.7326 -0.4389 -0.1342
O5 2.7764 0.5538 -0.8151
O6 2.9691 -0.5429 1.1553
C25 3.1726 0.6246 1.9961
C26 1.8706 1.4212 2.0480
H24 1.5758 1.7197 1.0461
H25 1.9952 2.3064 2.6656
H26 1.0777 0.8012 2.4591
C27 4.3379 1.4694 1.4846
H27 4.5352 2.2750 2.1866
H28 4.1077 1.8951 0.5125
H29 5.2295 0.8523 1.3920
C28 3.5080 0.0371 3.3665
H30 3.6398 0.8354 4.0907
H31 2.7037 -0.6140 3.6971
H32 4.4237 -0.5459 3.3064
H33 -0.9922 0.8194 -0.1530
C29 -1.1381 3.5831 -0.0634
O7 -1.1204 4.6624 0.4716
O8 -0.3173 3.1486 -1.0002
C30 0.7160 3.9924 -1.5801
C31 1.7102 4.4423 -0.5128
H34 2.4709 5.0684 -0.9709
H35 1.2055 5.0114 0.2630
H36 2.1922 3.5771 -0.0663
C32 0.0629 5.1932 -2.2637
H37 -0.6892 4.8559 -2.9742
H38 -0.4127 5.8350 -1.5268
H39 0.8170 5.7662 -2.7957
C33 1.3989 3.0811 -2.5984
H40 2.1994 3.6185 -3.0981
H41 1.8139 2.2108 -2.0965
H42 0.6789 2.7448 -3.3403
H43 -3.1321 2.8836 -0.1843
H44 -3.1605 0.4021 1.6899
H45 -3.4274 1.2059 3.2294
H46 -4.8194 2.1599 0.6945
H47 -5.2574 2.4956 2.3710
H48 -5.7696 0.0067 2.6279
H49 -6.7923 0.8453 1.4341

Atoms 1-6, force components in eV/Å:
-0.280 0.136 -0.044
0.080 -0.129 -0.030
0.054 -0.023 0.044
0.100 0.055 -0.063
0.237 -0.594 0.141
0.058 0.315 0.030

For the LUMO energy, the calculation gives 0.426 eV. The calculation puts the relative energy (zero: lowest compared OMol25 entry of this formula, charge and spin) at 1.5 kcal/mol. For the HOMO energy, the calculation gives -9.23 eV. Its total charge is 0.

These are the Löwdin partial charges, in e, on atoms 1 to 5:
1. C -0.008
2. H 0.090
3. H 0.082
4. H 0.079
5. C -0.566